Version P
DFT (ωB97M-V/def2-TZVPD) results for a 2-piece molecular cluster, CHCl2NO2 overall.

Results
**HOMO energy (spin up / spin down)**: -11.476 / -9.988 eV
**HOMO-LUMO gap (spin up / spin down)**: 9.179 / 5.726 eV

Geometry as ORCA input:
```
! RIJCOSX wB97M-V def2-TZVPD def2/J DEFGRID3
* xyz 0 1
Cl -4.0351 0.9408 0.3007
Cl -1.0696 0.7976 -0.3782
O 0.1332 -1.6996 0.1769
O 2.1792 -0.9862 0.0534
N 0.9724 -0.8321 0.0545
C 0.5321 0.5022 -0.1108
H 1.2878 1.2773 -0.0966
*
```

Version Q
DFT (ωB97M-V/def2-TZVPD) results for a 2-piece molecular cluster, CHCl2NO2 overall.

Results
**HOMO energy (spin up / spin down)**: -10.742 / -10.686 eV
**HOMO-LUMO gap (spin up / spin down)**: 7.743 / 7.590 eV

Geometry as ORCA input:
```
! RIJCOSX wB97M-V def2-TZVPD def2/J DEFGRID3
* xyz 0 1
Cl -0.8592 -0.4478 -1.7067
Cl 2.2974 -0.3129 -0.9106
O -1.4783 -0.6901 1.0410
O 0.4522 -0.1111 1.7594
N -0.3588 -0.2010 0.9035
C -0.1369 0.3294 -0.4313
H 0.0835 1.4335 -0.6554
*
```

How do the energies compare? Relative to the most stable structure, in kcal/mol: version P 13.7; version Q 0.0.

Version P
DFT (ωB97M-V/def2-TZVPD) results for a 15-piece molecular cluster, C15H60O15 overall.

Results
**HOMO energy**: -9.769 eV
**HOMO-LUMO gap**: 9.868 eV

Geometry as ORCA input:
```
! RIJCOSX wB97M-V def2-TZVPD def2/J DEFGRID3
* xyz 0 1
O 6.9009 -11.2729 14.8675
O 6.3402 -12.2902 23.0581
O 7.6759 -13.9010 14.6433
O 2.5177 -10.9804 19.7413
O 5.1328 -7.5757 15.2885
O 10.3015 -13.9303 18.4073
O 4.2380 -12.0312 15.5049
O 10.2685 -13.9012 15.6206
O 11.0585 -11.4804 22.4560
O 7.9497 -14.5821 19.7322
O 8.5008 -10.8182 18.5152
O 11.3149 -7.5311 19.4727
O 7.0514 -8.9718 19.8745
O 10.9809 -10.2810 17.0693
O 7.0613 -6.4656 17.1410
C 10.0378 -11.9539 21.5790
C 3.4649 -11.3150 18.7276
C 6.9813 -15.0404 18.7847
C 10.0017 -7.3826 20.0008
C 7.5256 -14.7423 13.5135
C 7.5915 -10.3136 14.0878
C 7.6763 -11.8375 17.9784
C 11.4116 -13.1623 15.2173
C 5.7050 -11.6435 21.9590
C 10.7992 -15.2551 18.4006
C 4.2955 -13.4449 15.5489
C 4.6834 -8.7877 15.8546
C 11.8504 -10.8083 18.0689
C 8.1070 -7.3855 16.8705
C 5.7999 -8.6866 19.2320
H 9.0970 -7.0001 17.1216
H 5.1290 -11.6933 15.3115
H 7.4794 -15.0480 17.8181
H 5.6873 -7.6355 18.9720
H 9.7589 -11.2317 20.8114
H 5.4607 -9.5369 16.0314
H 12.8580 -10.6993 17.6605
H 6.1463 -14.3370 18.7472
H 11.3350 -12.1026 15.4643
H 7.4068 -5.6976 17.5977
H 7.9932 -7.6830 15.8227
H 4.8264 -13.8512 14.6806
H 12.3035 -13.5723 15.6999
H 6.5906 -16.0298 19.0227
H 4.1481 -8.5585 16.7849
H 8.1054 -12.3651 17.1265
H 11.4512 -10.6822 22.0979
H 10.4418 -12.8166 21.0348
H 11.5458 -13.2637 14.1423
H 4.9266 -13.7412 16.4005
H 4.6247 -11.8132 21.9435
H 6.2739 -11.7352 23.8399
H 4.4855 -11.0930 19.0647
H 8.0062 -10.1849 19.0431
H 11.1797 -15.5140 19.3958
H 3.4329 -12.3783 18.5079
H 7.1959 -9.3326 14.3566
H 7.5238 -14.3707 20.5682
H 5.7829 -7.2042 15.9056
H 9.1928 -12.2967 22.1733
H 3.9251 -9.2794 15.2442
H 11.7977 -10.2303 18.9921
H 11.6913 -11.8757 18.2142
H 11.2243 -8.0166 18.6434
H 9.3853 -8.2555 19.7761
H 7.2913 -12.1611 14.7098
H 5.0139 -9.0960 19.8713
H 11.6993 -15.2814 17.7823
H 7.3735 -10.4254 13.0171
H 5.9920 -10.5947 21.8806
H 8.5780 -14.0362 15.0001
H 7.5022 -12.6243 18.7223
H 6.5452 -14.5908 13.0619
H 10.1517 -13.7649 16.5878
H 5.7740 -9.2357 18.2942
H 10.1449 -16.0576 18.0582
H 6.7539 -11.3513 17.6540
H 9.5480 -6.5008 19.5423
H 2.4931 -10.0214 19.7912
H 7.6062 -15.7923 13.8019
H 10.0845 -10.6031 17.2477
H 3.3140 -13.9035 15.6114
H 3.2699 -10.7403 17.8211
H 8.6763 -10.3566 14.2144
H 8.2457 -14.5154 12.7221
H 10.0075 -7.3076 21.0867
H 9.4744 -13.9178 18.9317
H 8.0495 -8.3355 17.4231
H 6.0836 -12.1668 21.0754
H 7.1025 -8.4422 20.6751
*
```

Version Q
DFT (ωB97M-V/def2-TZVPD) results for a 15-piece molecular cluster, C15H60O15 overall.

Results
**HOMO energy**: -9.592 eV
**HOMO-LUMO gap**: 9.575 eV

Geometry as ORCA input:
```
! RIJCOSX wB97M-V def2-TZVPD def2/J DEFGRID3
* xyz 0 1
O -4.7278 -2.5284 -2.9728
O -4.2954 2.5742 1.7851
O -0.5665 4.5994 -1.3613
O -1.1860 0.9985 5.2033
O 1.3558 1.7406 2.0895
O -2.6856 -1.6506 1.6752
O -4.1559 2.2108 -2.8641
O 2.6774 -2.7948 1.8193
O -0.4614 -0.0540 0.9463
O 3.4872 -1.2168 -2.6151
O 0.8384 -4.0182 -3.2134
O 0.1977 -1.5959 5.3139
O 3.7932 1.5845 -2.7136
O -0.2303 0.1495 -5.2728
O 3.2284 -0.0770 1.6608
C 1.4089 -1.3972 4.5569
C -3.9117 0.9132 -2.4393
C -3.1488 2.7360 1.0132
C 0.6519 0.7683 -4.3499
C -2.5422 -3.0592 1.5433
C -2.0134 0.5354 4.1972
C 0.0009 0.0479 -0.3566
C 3.7369 1.8525 -1.3196
C 1.1665 2.5309 3.2417
C 1.3842 -3.1505 1.4492
C 3.7114 -1.8267 -1.3647
C -3.7595 -2.3002 -1.9450
C 4.4987 0.1377 2.2092
C -0.8072 3.8498 -2.4839
C 0.2619 -2.7528 -3.4546
H -4.0620 0.2931 -3.3230
H 4.4512 2.6270 -1.0404
H -2.8472 -1.7949 -2.2620
H -2.1629 -3.3080 0.5521
H 0.2560 -0.2768 -5.9823
H -0.3583 0.9688 -0.8159
H -1.1897 4.4428 -3.3146
H -5.5489 -2.0896 -2.7384
H 4.3589 0.5303 3.2164
H 3.4202 -2.8769 -1.3857
H 2.8702 -1.8881 1.5698
H 5.1318 -0.7365 2.3614
H -0.3559 -0.7300 -1.0316
H 2.6646 0.6499 1.9355
H 0.4389 -2.6485 -4.5251
H 3.6638 2.3851 -3.2274
H 1.3724 -4.2131 1.2063
H 4.7583 -1.7254 -1.0786
H 0.1003 0.5559 1.4303
H -2.6420 3.6735 1.2420
H 1.2065 1.5630 -4.8488
H 2.0529 3.1270 3.4585
H 1.9954 -0.5591 4.9334
H 1.3275 0.0959 -3.8211
H -1.4943 3.0351 -2.2557
H -2.8823 0.7868 -2.1038
H 0.2768 3.1536 3.1480
H -1.9068 -3.6198 2.2289
H 1.0903 0.0820 -0.3659
H 1.7320 -3.9228 -3.5510
H -3.5923 2.3829 -3.6219
H -4.5963 0.6567 -1.6309
H 4.0031 0.9436 -0.7799
H -1.3070 5.2015 -1.2573
H 1.0780 -1.1941 3.5383
H 0.1807 3.4890 -2.7701
H 2.0257 -2.2896 4.6629
H 0.6076 -2.8968 2.1707
H 2.6961 2.0267 -1.0469
H -2.4400 1.9190 1.1477
H -3.5465 -3.4813 1.5789
H 1.2194 -2.5463 0.5571
H 1.4323 2.4344 1.4305
H 3.6509 -0.2710 -2.5986
H 0.7087 -1.9998 -2.8054
H -0.8045 -2.7921 -3.2328
H -0.3482 -0.8162 5.1885
H -3.5097 -3.2768 -1.5303
H -3.0443 0.8135 4.4165
H 0.9733 1.8767 4.0918
H -3.3489 2.7645 -0.0579
H 3.0191 -1.2447 -0.7563
H -4.3896 1.6490 2.0233
H -1.9919 -0.5542 4.1798
H 0.0316 1.3124 -3.6377
H -1.6165 0.8734 6.0521
H -1.7200 0.8663 3.2010
H 5.1369 0.7733 1.5955
H -4.2865 -1.7674 -1.1534
H -1.8462 -1.2394 1.4563
*
```

How do the energies compare? Relative to the most stable structure, in kcal/mol: version P 0.0; version Q 41.4.

Version P
DFT (ωB97M-V/def2-TZVPD) results for one molecule with the formula C2H4O2S2.

Results
**HOMO energy**: -9.057 eV
**HOMO-LUMO gap**: 9.153 eV

Geometry as ORCA input:
```
! RIJCOSX wB97M-V def2-TZVPD def2/J DEFGRID3
* xyz 0 1
S 2.3001 -0.5434 0.0825
S -1.8571 0.5700 0.4812
O 1.2446 0.7449 0.5322
O 0.5901 0.6240 -1.6802
C -0.5524 -0.6560 0.1817
C 0.6402 -0.0031 -0.4758
H -0.3646 -1.0189 1.1526
H -1.0126 -1.4551 -0.4975
H 1.1009 1.4291 -1.5523
H -2.0892 0.3086 1.7757
*
```

Version Q
DFT (ωB97M-V/def2-TZVPD) results for one molecule with the formula C2H4O2S2.

Results
**HOMO energy (spin up / spin down)**: -8.954 / -8.509 eV
**HOMO-LUMO gap (spin up / spin down)**: 7.808 / 7.339 eV

Geometry as ORCA input:
```
! RIJCOSX wB97M-V def2-TZVPD def2/J DEFGRID3
* xyz 0 1
S -1.8695 -1.9968 0.8342
S 0.2704 -2.3670 0.0891
O 0.0703 -3.2445 -1.1121
O -1.9601 -2.4136 2.2188
C 0.3341 -0.3979 -0.3615
C -0.4474 0.3153 0.6147
H 1.4586 -0.4131 -0.4132
H 0.0777 0.2680 1.6417
H -0.1485 -0.3276 -1.2464
H -1.3501 0.8656 0.3699
*
```

Version R
DFT (ωB97M-V/def2-TZVPD) results for one molecule with the formula C2H4O2S2.

Results
**HOMO energy**: -9.147 eV
**HOMO-LUMO gap**: 9.239 eV

Geometry as ORCA input:
```
! RIJCOSX wB97M-V def2-TZVPD def2/J DEFGRID3
* xyz 0 1
S -1.9024 0.9974 -0.2976
S 1.7329 1.3477 -0.1738
O -0.2695 -1.0957 -1.1145
O -1.8024 -0.4341 0.7032
C 0.5796 0.2388 0.7985
C -0.6340 -0.2815 -0.0125
H 1.9892 0.1988 -1.0429
H 1.1962 -0.4425 1.2209
H 0.1218 0.9100 1.5119
H -1.0115 -1.4390 -1.5931
*
```

How do the energies compare? Relative to the most stable structure, in kcal/mol: version P 0.0; version Q 55.7; version R 3.1.